No. 1
Below is a 12-piece molecular cluster, C24H72O21 overall in a non-equilibrium geometry, with properties calculated with the ωB97M-V functional and the def2-TZVPD basis.

Results
Multiplicity: 1
SMILES: OCCO.OCCO.OCCO.OCCO.OCCO.OCCO.OCCO.OCCO.OCCO.CCO.CCO.CCO
Frontier orbital gap in eV: 9.430
LUMO in Ha: 0.002
E_tot in eV: -69047.4736
HOMO in eV: -9.388

Bonds (Å) are listed after each position.
Cartesian coordinates (Å):
1 O 12.606 18.147 9.958  C2 1.405, H5 0.960
2 C 13.464 17.043 9.825  O1 1.405, C3 1.540, H6 1.090, H7 1.090
3 C 14.083 16.627 11.174  C2 1.540, O4 1.356, H8 1.090, H9 1.090
4 O 13.273 16.004 12.065  C3 1.356, H10 0.960
5 H 13.237 18.818 10.228  O1 0.960
6 H 12.884 16.169 9.531  C2 1.090
7 H 14.231 17.200 9.066  C2 1.090
8 H 14.589 17.523 11.533  C3 1.090
9 H 14.885 15.945 10.893  C3 1.090
10 H 12.676 16.606 12.515  O4 0.960
11 O 16.862 12.697 8.257  C12 1.414, H15 0.960
12 C 17.814 12.675 9.302  O11 1.414, C13 1.542, H16 1.090, H17 1.090
13 C 17.511 13.503 10.566  C12 1.542, O14 1.410, H18 1.090, H19 1.090
14 O 17.716 14.886 10.376  C13 1.410, H20 0.960
15 H 17.145 12.107 7.554  O11 0.960
16 H 17.951 11.651 9.650  C12 1.090
17 H 18.762 13.081 8.949  C12 1.090
18 H 18.073 13.144 11.428  C13 1.090
19 H 16.477 13.312 10.853  C13 1.090
20 H 17.267 15.383 11.064  O14 0.960
21 O 15.720 13.017 13.411  C22 1.449, H25 0.960
22 C 14.467 13.427 14.012  O21 1.449, C23 1.515, H26 1.090, H27 1.090
23 C 14.001 12.467 15.088  C22 1.515, O24 1.422, H28 1.090, H29 1.090
24 O 13.421 11.336 14.453  C23 1.422, H30 0.960
25 H 15.726 12.132 13.039  O21 0.960
26 H 14.643 14.402 14.467  C22 1.090
27 H 13.740 13.615 13.222  C22 1.090
28 H 13.234 12.986 15.664  C23 1.090
29 H 14.773 12.080 15.753  C23 1.090
30 H 13.036 10.869 15.198  O24 0.960
31 O 8.950 8.369 8.536  C32 1.411, H35 0.960
32 C 9.955 8.612 9.496  O31 1.411, C33 1.509, H36 1.090, H37 1.090
33 C 11.345 8.225 9.055  C32 1.509, O34 1.415, H38 1.090, H39 1.090
34 O 11.379 6.873 8.637  C33 1.415, H40 0.960
35 H 8.953 7.472 8.194  O31 0.960
36 H 9.848 9.671 9.732  C32 1.090
37 H 9.688 8.145 10.444  C32 1.090
38 H 12.028 8.282 9.902  C33 1.090
39 H 11.776 8.885 8.303  C33 1.090
40 H 11.347 6.273 9.385  O34 0.960
41 O 14.873 14.616 7.859  C42 1.399, H45 0.960
42 C 15.396 15.283 6.746  O41 1.399, C43 1.514, H46 1.090, H47 1.090
43 C 16.524 16.223 7.113  C42 1.514, O44 1.455, H48 1.090, H49 1.090
44 O 17.714 15.580 7.650  C43 1.455, H50 0.960
45 H 15.446 13.883 8.093  O41 0.960
46 H 15.651 14.656 5.891  C42 1.090
47 H 14.521 15.803 6.356  C42 1.090
48 H 16.148 16.972 7.811  C43 1.090
49 H 16.874 16.766 6.235  C43 1.090
50 H 17.576 15.240 8.537  O44 0.960
51 O 9.292 11.176 7.030  C52 1.443, H55 0.960
52 C 8.217 11.973 7.569  O51 1.443, C53 1.494, H56 1.090, H57 1.090
53 C 7.021 11.213 8.042  C52 1.494, O54 1.456, H58 1.090, H59 1.090
54 O 7.290 10.475 9.268  C53 1.456, H60 0.960
55 H 9.782 10.694 7.700  O51 0.960
56 H 8.624 12.566 8.388  C52 1.090
57 H 7.936 12.722 6.829  C52 1.090
58 H 6.589 10.691 7.188  C53 1.090
59 H 6.254 11.902 8.395  C53 1.090
60 H 7.818 9.730 8.971  O54 0.960
61 O 12.325 11.040 7.044  C62 1.467, H65 0.960
62 C 12.770 12.238 6.324  O61 1.467, C63 1.577, H66 1.090, H67 1.090
63 C 11.697 13.366 6.580  C62 1.577, O64 1.370, H68 1.090, H69 1.090
64 O 10.645 13.263 5.707  C63 1.370, H70 0.960
65 H 12.524 10.317 6.445  O61 0.960
66 H 13.740 12.600 6.665  C62 1.090
67 H 12.953 12.176 5.251  C62 1.090
68 H 12.124 14.368 6.532  C63 1.090
69 H 11.228 13.264 7.558  C63 1.090
70 H 10.212 12.459 6.005  O64 0.960
71 O 16.870 8.599 9.420  C72 1.392, H75 0.960
72 C 15.673 9.141 9.880  O71 1.392, C73 1.502, H76 1.090, H77 1.090
73 C 15.618 9.514 11.333  C72 1.502, O74 1.377, H78 1.090, H79 1.090
74 O 16.149 10.739 11.670  C73 1.377, H80 0.960
75 H 16.794 8.224 8.539  O71 0.960
76 H 15.392 10.008 9.282  C72 1.090
77 H 14.854 8.425 9.815  C72 1.090
78 H 16.130 8.754 11.923  C73 1.090
79 H 14.587 9.490 11.685  C73 1.090
80 H 17.102 10.749 11.560  O74 0.960
81 O 11.882 10.859 11.625  C82 1.448, H85 0.960
82 C 12.363 11.400 10.372  O81 1.448, C83 1.523, H86 1.090, H87 1.090
83 C 13.015 12.776 10.390  C82 1.523, O84 1.429, H88 1.090, H89 1.090
84 O 12.139 13.796 10.874  C83 1.429, H90 0.960
85 H 12.494 10.973 12.356  O81 0.960
86 H 13.041 10.667 9.936  C82 1.090
87 H 11.550 11.446 9.646  C82 1.090
88 H 13.262 13.034 9.360  C83 1.090
89 H 13.921 12.786 10.996  C83 1.090
90 H 12.598 14.594 11.147  O84 0.960
91 C 10.379 9.865 14.451  C92 1.503, H94 1.090, H95 1.090, H96 1.090
92 C 9.247 9.211 13.710  C91 1.503, O93 1.437, H97 1.090, H98 1.090
93 O 9.165 7.809 14.013  C92 1.437, H99 0.960
94 H 10.566 10.897 14.153  C91 1.090
95 H 11.310 9.386 14.147  C91 1.090
96 H 10.202 9.842 15.526  C91 1.090
97 H 9.470 9.261 12.644  C92 1.090
98 H 8.290 9.722 13.815  C92 1.090
99 H 8.528 7.355 13.456  O93 0.960
100 C 8.530 13.622 12.855  C101 1.567, H103 1.090, H104 1.090, H105 1.090
101 C 8.606 12.872 11.481  C100 1.567, O102 1.437, H106 1.090, H107 1.090
102 O 7.233 12.672 11.106  C101 1.437, H108 0.960
103 H 8.130 14.622 12.685  C100 1.090
104 H 9.506 13.756 13.321  C100 1.090
105 H 7.863 13.061 13.509  C100 1.090
106 H 9.168 11.943 11.580  C101 1.090
107 H 9.054 13.648 10.861  C101 1.090
108 H 7.231 11.860 10.594  O102 0.960
109 C 13.597 7.543 14.520  C110 1.524, H112 1.090, H113 1.090, H114 1.090
110 C 12.854 7.368 13.201  C109 1.524, O111 1.400, H115 1.090, H116 1.090
111 O 11.670 6.642 13.378  C110 1.400, H117 0.960
112 H 14.042 6.636 14.930  C109 1.090
113 H 13.013 7.838 15.391  C109 1.090
114 H 14.395 8.280 14.432  C109 1.090
115 H 13.575 6.774 12.640  C110 1.090
116 H 12.612 8.295 12.681  C110 1.090
117 H 11.021 7.186 13.830  O111 0.960


No. 2
Below is a 8-piece molecular cluster, C24H73BFNO28P7 overall in a non-equilibrium geometry, with properties calculated with the ωB97M-V functional and the def2-TZVPD basis.

Results
Multiplicity: 1
Charge: -1
Frontier orbital gap in eV: 1.541
LUMO in Ha: -0.070
E_tot in eV: -153284.2735
HOMO in eV: -3.448

Bonds (Å) are listed after each position.
Cartesian coordinates (Å):
1 N 1.510 -1.134 0.425  B2 1.528, H7 1.065, H8 1.049
2 B 0.701 0.160 0.343  N1 1.528, C3 1.644, H9 1.191, H10 1.178
3 C -0.790 -0.007 -0.331  B2 1.644, C4 1.643, H11 1.194, H12 1.194
4 C -1.633 -1.325 0.169  C3 1.643, C5 1.671, H13 1.194, H14 1.172
5 C -3.059 -0.843 0.894  C4 1.671, F6 1.509, H15 1.190, H16 1.186
6 F -3.829 0.037 -0.060  C5 1.509
7 H 2.436 -0.822 0.849  N1 1.065
8 H 1.121 -1.792 1.143  N1 1.049
9 H 1.320 0.940 -0.308  B2 1.191
10 H 0.560 0.576 1.436  B2 1.178
11 H -0.695 0.046 -1.519  C3 1.194
12 H -1.420 0.943 0.023  C3 1.194
13 H -1.979 -1.970 -0.774  C4 1.194
14 H -1.037 -2.000 0.920  C4 1.172
15 H -3.718 -1.821 1.054  C5 1.190
16 H -2.860 -0.285 1.922  C5 1.186
17 C 1.142 -4.575 3.592  O18 1.412, H25 1.093, H26 1.093, H27 1.096
18 O 0.121 -3.624 3.808  C17 1.412, P19 1.730
19 P -1.498 -4.233 3.821  O18 1.730, O20 1.531, O21 1.648, O23 1.730
20 O -1.997 -2.931 3.190  P19 1.531
21 O -1.563 -4.062 5.459  P19 1.648, C22 1.411
22 C -0.671 -4.802 6.264  O21 1.411, H28 1.094, H29 1.095, H30 1.091
23 O -3.118 -4.843 3.833  P19 1.730, C24 1.411
24 C -3.190 -6.246 3.695  O23 1.411, H31 1.093, H32 1.094, H33 1.095
25 H 1.817 -4.197 2.820  C17 1.093
26 H 1.708 -4.711 4.516  C17 1.093
27 H 0.728 -5.535 3.263  C17 1.096
28 H 0.200 -4.183 6.500  C22 1.094
29 H -0.348 -5.719 5.762  C22 1.095
30 H -1.171 -5.069 7.196  C22 1.091
31 H -2.665 -6.732 4.522  C24 1.093
32 H -2.743 -6.547 2.743  C24 1.094
33 H -4.241 -6.550 3.708  C24 1.095
34 C 1.411 0.136 -6.289  O35 1.412, H42 1.093, H43 1.093, H44 1.096
35 O 2.760 -0.157 -5.989  C34 1.412, P36 1.730
36 P 3.653 1.096 -5.197  O35 1.730, O37 1.531, O38 1.648, O40 1.730
37 O 4.920 0.666 -5.942  P36 1.531
38 O 3.590 0.260 -3.778  P36 1.648, C39 1.411
39 C 2.335 -0.002 -3.189  O38 1.411, H45 1.094, H46 1.095, H47 1.091
40 O 4.547 2.348 -4.406  P36 1.730, C41 1.411
41 C 3.768 3.483 -4.098  O40 1.411, H48 1.093, H49 1.094, H50 1.095
42 H 1.215 -0.131 -7.330  C34 1.093
43 H 0.762 -0.464 -5.646  C34 1.093
44 H 1.195 1.201 -6.148  C34 1.096
45 H 1.998 -1.000 -3.484  C39 1.094
46 H 1.591 0.743 -3.489  C39 1.095
47 H 2.438 0.023 -2.103  C39 1.091
48 H 2.952 3.208 -3.425  C41 1.093
49 H 3.362 3.915 -5.017  C41 1.094
50 H 4.403 4.227 -3.605  C41 1.095
51 C -4.284 -3.553 10.454  O52 1.412, H59 1.093, H60 1.093, H61 1.096
52 O -3.106 -2.882 10.850  C51 1.412, P53 1.730
53 P -2.259 -2.030 9.606  O52 1.730, O54 1.531, O55 1.648, O57 1.730
54 O -0.926 -2.367 10.278  P53 1.531
55 O -2.787 -0.592 10.215  P53 1.648, C56 1.411
56 C -4.172 -0.324 10.246  O55 1.411, H62 1.094, H63 1.095, H64 1.091
57 O -1.412 -1.177 8.361  P53 1.730, C58 1.411
58 C -2.069 -1.210 7.112  O57 1.411, H65 1.093, H66 1.094, H67 1.095
59 H -4.258 -4.573 10.845  C51 1.093
60 H -5.151 -3.038 10.877  C51 1.093
61 H -4.371 -3.592 9.362  C51 1.096
62 H -4.568 -0.584 11.232  C56 1.094
63 H -4.704 -0.888 9.473  C56 1.095
64 H -4.333 0.741 10.076  C56 1.091
65 H -3.055 -0.746 7.194  C58 1.093
66 H -2.171 -2.245 6.776  C58 1.094
67 H -1.471 -0.655 6.382  C58 1.095
68 C 7.967 0.047 -4.723  O69 1.412, H76 1.093, H77 1.093, H78 1.096
69 O 9.140 -0.290 -4.014  C68 1.412, P70 1.730
70 P 9.605 -1.956 -4.056  O69 1.730, O71 1.531, O72 1.648, O74 1.730
71 O 10.146 -1.845 -2.629  P70 1.531
72 O 10.833 -1.599 -5.095  P70 1.648, C73 1.411
73 C 10.528 -1.061 -6.364  O72 1.411, H79 1.094, H80 1.095, H81 1.091
74 O 10.069 -3.622 -4.099  P70 1.730, C75 1.411
75 C 9.234 -4.416 -4.914  O74 1.411, H82 1.093, H83 1.094, H84 1.095
76 H 7.326 0.652 -4.078  C68 1.093
77 H 8.236 0.638 -5.602  C68 1.093
78 H 7.417 -0.849 -5.031  C68 1.096
79 H 10.603 0.029 -6.321  C73 1.094
80 H 9.523 -1.351 -6.688  C73 1.095
81 H 11.252 -1.431 -7.091  C73 1.091
82 H 9.264 -4.056 -5.946  C75 1.093
83 H 8.208 -4.381 -4.538  C75 1.094
84 H 9.590 -5.451 -4.885  C75 1.095
85 C 4.063 5.283 -8.856  O86 1.412, H93 1.093, H94 1.093, H95 1.096
86 O 2.968 5.044 -7.998  C85 1.412, P87 1.730
87 P 2.025 6.427 -7.562  O86 1.730, O88 1.531, O89 1.648, O91 1.730
88 O 1.770 5.821 -6.179  P87 1.531
89 O 0.814 5.931 -8.564  P87 1.648, C90 1.411
90 C 1.065 5.829 -9.949  O89 1.411, H96 1.094, H97 1.095, H98 1.091
91 O 1.082 7.810 -7.126  P87 1.730, C92 1.411
92 C 1.503 8.998 -7.761  O91 1.411, H99 1.093, H100 1.094, H101 1.095
93 H 4.949 4.792 -8.444  C85 1.093
94 H 3.851 4.853 -9.838  C85 1.093
95 H 4.265 6.356 -8.954  C85 1.096
96 H 1.329 4.795 -10.192  C90 1.094
97 H 1.874 6.499 -10.258  C90 1.095
98 H 0.160 6.095 -10.497  C90 1.091
99 H 1.422 8.893 -8.846  C92 1.093
100 H 2.538 9.219 -7.484  C92 1.094
101 H 0.862 9.823 -7.431  C92 1.095
102 C -1.311 4.939 2.437  O103 1.412, H110 1.093, H111 1.093, H112 1.096
103 O -0.365 4.327 1.586  C102 1.412, P104 1.730
104 P -0.644 4.499 -0.113  O103 1.730, O105 1.531, O106 1.648, O108 1.730
105 O -0.060 3.105 -0.353  P104 1.531
106 O 0.588 5.590 -0.215  P104 1.648, C107 1.411
107 C 0.495 6.802 0.501  O106 1.411, H113 1.094, H114 1.095, H115 1.091
108 O -0.922 4.672 -1.811  P104 1.730, C109 1.411
109 C -2.039 5.479 -2.117  O108 1.411, H116 1.093, H117 1.094, H118 1.095
110 H -1.619 4.219 3.199  C102 1.093
111 H -0.848 5.796 2.932  C102 1.093
112 H -2.196 5.265 1.878  C102 1.096
113 H 1.022 6.698 1.455  C107 1.094
114 H -0.548 7.079 0.683  C107 1.095
115 H 0.974 7.595 -0.075  C107 1.091
116 H -1.893 6.487 -1.719  C109 1.093
117 H -2.943 5.038 -1.690  C109 1.094
118 H -2.149 5.536 -3.205  C109 1.095
119 C -6.247 -3.588 3.099  O120 1.412, H127 1.093, H128 1.093, H129 1.096
120 O -7.026 -4.723 2.787  C119 1.412, P121 1.730
121 P -8.199 -5.192 3.969  O120 1.730, O122 1.531, O123 1.648, O125 1.730
122 O -7.979 -6.663 3.610  P121 1.531
123 O -9.410 -4.611 3.014  P121 1.648, C124 1.411
124 C -9.440 -3.236 2.699  O123 1.411, H130 1.094, H131 1.095, H132 1.091
125 O -9.372 -5.660 5.152  P121 1.730, C126 1.411
126 C -9.438 -4.781 6.254  O125 1.411, H133 1.093, H134 1.094, H135 1.095
127 H -5.194 -3.824 2.921  C119 1.093
128 H -6.535 -2.763 2.444  C119 1.093
129 H -6.373 -3.295 4.147  C119 1.096
130 H -8.960 -3.078 1.728  C124 1.094
131 H -8.931 -2.641 3.464  C124 1.095
132 H -10.478 -2.907 2.631  C124 1.091
133 H -9.714 -3.778 5.919  C126 1.093
134 H -8.469 -4.750 6.761  C126 1.094
135 H -10.195 -5.146 6.955  C126 1.095